Computed, not measured: the molecule CH2N4O2 in a non-equilibrium geometry, with ωB97M-V/def2-TZVPD.

Cartesian coordinates (Å):
C (1.925, 0.622, -0.026)
N (2.027, 1.656, -0.299)
N (-1.581, 0.192, -0.082)
N (-0.299, 0.079, -0.131)
N (0.335, -0.912, 0.082)
O (1.633, -0.685, 0.325)
O (0.072, -2.111, 0.008)
H (-1.886, 1.116, -0.541)
H (-2.224, 0.044, 0.665)

Atoms 1-3, force components in eV/Å:
C -1.65 -13.36 3.46
N 1.79 11.28 -2.85
N -2.07 2.81 -1.70

E   -408.438114 hartree
Frontier orbital gap (alpha / beta)   7.126 / 8.628 eV
Lowest unoccupied orbital energy (alpha / beta)   0.54 / -2.09 eV
Multiplicity   3
Charge   0

Atomic partial charges in e from the natural (NBO) method, atoms 1 to 2: 0.51, -0.35



Computed, not measured: CH2N4OS as an isolated structure in a non-equilibrium geometry, with ωB97M-V/def2-TZVPD.

Cartesian coordinates (Å):
C (0.404, 0.361, -1.100)
H (-0.605, -2.865, 1.118)
H (-0.038, 0.527, 1.761)
N (0.108, -0.405, -0.003)
N (-0.316, 0.697, 0.875)
N (0.214, 1.769, 0.485)
N (0.781, 1.753, -0.633)
O (0.418, -0.032, -2.250)
S (-0.965, -1.806, -0.253)

Atoms 1-3, force components in eV/Å:
C 2.04 -0.13 -3.74
H -0.46 2.72 -3.06
H 0.46 -0.83 3.89

E   -731.594841 hartree
Frontier orbital gap   9.172 eV
Lowest unoccupied orbital energy   -0.88 eV
Charge   0

Atomic partial charges in e from the natural (NBO) method, atoms 1 to 2: 0.66, 0.17



Computed, not measured: the molecule CH2N4OS in a non-equilibrium geometry, with ωB97M-V/def2-TZVPD.

Cartesian coordinates (Å):
C (-0.007, 0.444, -0.025)
H (-0.982, -0.733, -1.630)
H (0.020, -2.101, 1.723)
N (-0.301, -0.849, 0.004)
N (0.457, -1.360, 1.068)
N (1.005, -0.388, 1.617)
N (0.787, 0.734, 1.123)
O (-0.622, -1.572, -1.107)
S (-0.479, 1.612, -1.111)

Atoms 1-3, force components in eV/Å:
C -0.18 2.91 -0.25
H 0.61 -1.88 0.31
H 1.05 1.48 -1.64

E   -731.597307 hartree
Frontier orbital gap   8.645 eV
SMILES   On1[nH]nnc1=S
Lowest unoccupied orbital energy   -0.26 eV
Charge   0

Atomic partial charges in e from the natural (NBO) method, atoms 1 to 2: 0.10, 0.51



Computed, not measured: the molecule CH2N4OS, with ωB97M-V/def2-TZVPD.

Cartesian coordinates (Å):
C (0.767, -0.663, 0.083)
H (1.302, 1.558, -0.328)
H (-2.079, 0.539, 0.318)
N (-0.033, 0.421, 0.213)
N (-1.300, 0.047, -0.102)
N (-1.316, -1.280, -0.071)
N (-0.120, -1.733, -0.022)
O (0.372, 1.688, -0.070)
S (2.406, -0.578, -0.019)

Atoms 1-3, force components in eV/Å:
C 0.06 0.06 0.00
H 0.62 -0.19 -0.13
H -0.02 0.01 0.00

E   -731.625634 hartree
Frontier orbital gap   8.481 eV
SMILES   On1[nH]nnc1=S
Lowest unoccupied orbital energy   -0.50 eV
Charge   0

Atomic partial charges in e from the natural (NBO) method, atoms 1 to 2: 0.10, 0.50